Record 1
108
Properties=species:S:1:pos:R:3 method="wB97M-V/def2-TZVPD" homo_lumo_gap_ev="4.65 / 4.60" energy_ev=-103702.72710 s2=8.7545 lumo_energy_ev="-5.7 / -5.7" total_charge=+1 e_homo_ev="-10.3 / -10.3" multiplicity=6 de_lowest_kcal_mol=0.0
Mn -4.6736 -1.2993 2.2694
N 0.9656 -5.0502 -0.6356
H 0.6720 -4.3502 0.0588
H 1.8155 -5.5266 -0.3419
H 1.0937 -4.6521 -1.5831
H 0.2523 -5.7674 -0.7532
C 0.8921 -1.9231 0.5503
C -0.2805 -2.2879 1.2013
C -1.4795 -1.3218 1.3414
O -2.5924 -1.6135 1.9411
C -1.4630 -0.1310 0.6795
C -0.2970 0.2803 -0.0716
C 1.0274 -0.5515 0.1488
O 2.1287 -0.0257 -0.0302
O -0.2551 1.2401 -0.8325
O -0.3310 -3.5197 1.5267
H 1.7236 -2.5870 0.3803
H -2.3377 0.5023 0.6277
C -3.1207 -4.5866 -1.0693
C -3.2965 -3.2949 -1.8793
O -2.0208 -3.0659 -2.4672
O -4.4305 -4.9042 -0.6041
H -2.4568 -4.3865 -0.2278
H -2.6529 -5.3432 -1.7026
H -3.5738 -2.5200 -1.1579
H -4.0509 -3.3640 -2.6674
H -2.1683 -2.2595 -2.9987
H -4.9121 -5.3402 -1.3122
C 1.3672 3.2162 -3.3321
C 1.6185 1.7842 -3.8188
O 2.3984 1.0546 -2.8680
O 0.2330 3.2496 -2.4935
H 1.2827 4.0094 -4.0777
H 2.2011 3.5697 -2.7118
H 2.1941 1.8448 -4.7469
H 0.7359 1.1967 -4.0849
H 1.7761 0.7477 -2.1987
H 0.1660 2.4528 -1.9429
C 0.3793 -1.4519 4.6735
C 0.3787 -0.2791 5.6419
O -0.9470 -0.1257 6.1399
O 0.0932 -2.7838 5.1577
H 1.3009 -1.4676 4.0933
H -0.4626 -1.2811 3.9964
H 0.6445 0.6479 5.1316
H 1.1737 -0.3675 6.3896
H -1.2441 -1.0093 6.3827
H -0.8432 -2.9223 5.0042
C -2.5198 0.6590 -3.9206
C -3.6436 1.0346 -2.9290
O -3.1011 1.5917 -1.7701
O -2.0643 -0.7057 -3.6928
H -1.6797 1.3557 -3.8406
H -2.7374 0.8566 -4.9743
H -4.1589 0.1091 -2.6258
H -4.4183 1.6460 -3.3897
H -2.3167 1.1312 -1.4487
H -2.0459 -0.9719 -4.6204
C 1.9259 -2.5049 -2.9338
C 3.2767 -2.3418 -2.2681
O 4.3559 -2.6452 -3.1707
O 1.4638 -3.8457 -3.1131
H 1.9642 -2.0704 -3.9377
H 1.1651 -1.8556 -2.4881
H 3.4292 -2.9926 -1.4001
H 3.4175 -1.3177 -1.9250
H 5.0296 -1.9791 -3.0138
H 1.3568 -3.9024 -4.0633
C 4.1763 0.3690 2.4844
C 4.2055 -1.1293 2.3417
O 4.2484 -1.5348 0.9744
O 2.8610 0.8997 2.4335
H 4.9198 0.7222 1.7603
H 4.6113 0.6790 3.4368
H 3.2817 -1.4708 2.8227
H 5.0574 -1.6042 2.8249
H 3.4393 -1.2591 0.5114
H 2.4646 0.7274 1.5679
C -4.9180 1.7559 2.1327
C -5.3283 1.3636 0.7064
O -4.7838 0.0505 0.4498
O -4.7305 0.6797 3.0548
H -5.7024 2.4652 2.4126
H -4.0081 2.3582 2.1269
H -4.8360 2.1469 0.1257
H -6.3755 1.3309 0.4064
H -4.7977 -0.0952 -0.5061
H -4.7552 1.0258 3.9558
C 3.6867 2.9932 -0.1097
C 4.0616 4.1784 -0.9467
O 2.9683 5.0765 -0.9510
O 3.5737 3.2827 1.2682
H 4.2406 2.0742 -0.3497
H 2.6958 2.6306 -0.4188
H 4.2853 3.8523 -1.9635
H 4.9323 4.7504 -0.6075
H 2.8617 5.4002 -0.0506
H 3.3348 2.4954 1.7848
C 0.4241 4.2046 1.6379
C -0.6146 3.1534 2.0309
O -1.7765 3.0613 1.1760
O -0.1181 5.4589 1.2548
H 0.8527 3.9007 0.6775
H 1.2089 4.2655 2.3933
H -0.9475 3.5199 3.0124
H -0.2544 2.1728 2.3542
H -1.4637 2.4430 0.5014
H -0.3044 5.9188 2.0829

***

Record 2
94
Properties=species:S:1:pos:R:3 method="wB97M-V/def2-TZVPD" homo_lumo_gap_ev=7.54 energy_ev=-59268.48703 lumo_energy_ev=-2.6 total_charge=+1 e_homo_ev=-10.1
C 0.2033 -0.6083 5.3635
C -0.2556 0.8593 4.7098
C 0.9832 1.6830 4.0215
C 1.2692 1.3016 2.4420
C 0.4432 -0.0610 1.9581
S 0.7516 2.6812 1.2722
C 0.9412 2.0425 -0.5201
C 2.3271 1.2045 -0.7652
N 1.9945 -0.1213 -1.4622
C 1.8815 4.1660 1.3499
C 3.2274 3.9959 2.2668
O 4.3174 3.5963 1.3661
Si 5.8775 4.2302 1.8475
C 7.0373 4.0169 0.2747
C 6.7556 3.2713 3.2688
C 5.9198 6.1079 2.2671
H 1.3709 -0.7661 5.3127
H -0.2947 -1.4691 4.7207
H -0.2340 -0.6880 6.4506
H -1.2202 0.7644 4.0375
H -0.5982 1.5058 5.6532
H 0.7035 2.8406 4.0606
H 1.9751 1.5826 4.6770
H 2.4116 1.0243 2.3713
H 0.6642 -0.9972 2.6386
H -0.7048 0.2643 1.9794
H 0.6935 -0.3748 0.8554
H -0.0363 1.4501 -0.8539
H 0.9660 3.0082 -1.2114
H 3.0000 1.8427 -1.4914
H 2.9554 1.0114 0.2164
H 2.3234 -0.1276 -2.4522
H 2.4390 -0.9053 -0.9153
H 1.2567 5.1398 1.6452
H 2.2646 4.3900 0.2418
H 3.3985 5.0553 2.7908
H 3.1491 3.2248 3.1425
H 6.5407 4.5063 -0.6866
H 8.0217 4.6118 0.5195
H 7.3399 2.8999 0.1029
H 7.7809 3.8452 3.4714
H 7.0824 2.1990 2.8579
H 6.1568 3.1952 4.2710
H 6.9650 6.5234 1.9405
H 5.0051 6.6674 1.7948
H 5.8958 6.1940 3.4576
C -7.1817 1.8119 -2.3159
O -5.9376 2.2877 -2.8139
C -5.3123 3.2465 -1.9554
C -4.0617 2.6509 -1.2907
N -4.4143 1.6331 -0.2948
C -3.2701 0.8428 0.1695
C -2.5217 -0.0097 -0.8773
O -3.2868 -1.0997 -1.3952
C -4.1599 -0.7534 -2.4615
H -7.6684 1.2355 -3.1079
H -7.0289 1.1492 -1.4606
H -7.8396 2.6397 -2.0343
H -6.0087 3.6532 -1.2089
H -4.9971 4.0760 -2.5961
H -3.4956 3.4527 -0.8019
H -3.4407 2.2283 -2.0850
H -5.0986 0.9980 -0.6970
H -3.6548 0.1646 0.9399
H -2.5564 1.5097 0.6662
H -1.6664 -0.4672 -0.3663
H -2.0954 0.5901 -1.6884
H -3.7572 0.0463 -3.0901
H -5.1383 -0.4784 -2.0680
H -4.3030 -1.6405 -3.0856
C -3.5632 -5.1180 -3.1251
O -2.3191 -4.6422 -3.6231
C -1.6938 -3.6835 -2.7646
C -0.4432 -4.2790 -2.0999
N -0.7958 -5.2969 -1.1040
C 0.3484 -6.0871 -0.6397
C 1.0968 -6.9396 -1.6865
O 0.3317 -8.0297 -2.2045
C -0.5413 -7.6833 -3.2707
H -4.0498 -5.6944 -3.9171
H -3.4104 -5.7807 -2.2698
H -4.2211 -4.2903 -2.8435
H -2.3901 -3.2768 -2.0181
H -1.3785 -2.8540 -3.4053
H 0.1229 -3.4772 -1.6111
H 0.1779 -4.7016 -2.8943
H -1.4801 -5.9320 -1.5062
H -0.0362 -6.7654 0.1307
H 1.0621 -5.4203 -0.1430
H 1.9522 -7.3972 -1.1755
H 1.5231 -6.3399 -2.4976
H -0.1387 -6.8837 -3.8993
H -1.5198 -7.4084 -2.8772
H -0.6845 -8.5705 -3.8948

***

Record 3
96
Properties=species:S:1:pos:R:3 method="wB97M-V/def2-TZVPD" homo_lumo_gap_ev="1.56 / 8.41" energy_ev=-48191.06607 s2=0.7504 lumo_energy_ev="2.5 / 2.5" total_charge=-1 e_homo_ev="0.9 / -5.9" multiplicity=2 de_lowest_kcal_mol=4.5
C 6.8928 0.6702 -0.6442
O 6.4240 1.9874 -0.5274
C 6.7800 3.1611 -1.3316
C 6.2662 4.5723 -0.9361
N 4.9897 4.9948 -1.5319
C 4.4900 6.4253 -1.3978
C 3.0289 6.4156 -2.1082
O 2.1263 5.9776 -1.1184
C 0.7263 6.0978 -1.3813
H 7.8830 0.8048 -0.2090
H 7.0292 0.2912 -1.6571
H 6.3403 -0.0491 -0.0397
H 6.4479 2.9453 -2.3471
H 7.8667 3.0842 -1.2962
H 7.0782 5.1590 -1.3655
H 6.3866 4.6210 0.1462
H 4.2488 4.3551 -1.2832
H 5.1140 7.1623 -1.9032
H 4.3299 6.7349 -0.3650
H 3.0098 5.6591 -2.8927
H 2.6854 7.4181 -2.3633
H 0.5391 6.4504 -2.3956
H 0.1898 6.8454 -0.7971
H 0.3222 5.0858 -1.3565
C 2.4264 -2.6051 -0.1938
O 1.9641 -3.7358 0.5467
C 0.5913 -3.6664 0.9971
C 0.2081 -4.9321 1.7608
N 1.2165 -5.1260 2.8129
C 1.2363 -6.4263 3.4652
C 2.4879 -6.5573 4.2132
O 2.5569 -7.7657 4.9518
C 3.6090 -7.7104 5.8829
H 3.2460 -2.8236 -0.8785
H 2.8972 -1.8752 0.4648
H 1.6540 -2.0252 -0.6990
H -0.0417 -3.5389 0.1190
H 0.5095 -2.8212 1.6805
H 0.2886 -5.7834 1.0848
H -0.8393 -5.0128 2.0516
H 2.1091 -4.9256 2.3848
H 1.0218 -7.2641 2.8016
H 0.3841 -6.3272 4.1375
H 2.6680 -5.6270 4.7520
H 3.2510 -6.5905 3.4356
H 3.1859 -7.1755 6.7332
H 4.6072 -7.3653 5.6135
H 3.7111 -8.7134 6.2973
C 3.7321 1.2844 -2.4962
O 2.4510 1.1394 -2.9191
C 1.6881 2.3511 -3.1755
C 0.4589 1.8118 -4.0119
N -0.5173 1.1155 -3.1467
C 0.0812 0.1476 -2.3194
C -1.1238 -0.5077 -1.4731
O -1.9779 -1.2344 -2.4555
C -3.2676 -1.4694 -1.8714
H 4.4177 1.4969 -3.3164
H 3.9419 0.3315 -2.0103
H 3.8676 2.0535 -1.7358
H 2.2930 2.8218 -3.9504
H 1.4788 3.0732 -2.3863
H 0.7991 1.0788 -4.7434
H -0.0213 2.6644 -4.4920
H -1.2766 0.6700 -3.6419
H 0.7630 0.5872 -1.5914
H 0.5978 -0.7014 -2.7671
H -1.6342 0.3324 -1.0022
H -0.8270 -1.1168 -0.6193
H -3.8825 -2.0579 -2.5523
H -3.8145 -0.5294 -1.7971
H -3.3039 -1.8864 -0.8649
C -7.9035 -3.0115 -0.1484
O -7.2256 -1.8237 -0.0186
C -7.5104 -0.7839 -0.9562
C -6.4805 0.3629 -0.6005
N -7.0196 1.0726 0.5616
C -6.4176 2.2389 1.1299
C -5.7021 2.0141 2.4931
O -6.5649 2.0582 3.6181
C -6.0103 1.3199 4.7267
H -7.7861 -3.3795 -1.1677
H -8.9813 -2.9083 -0.0222
H -7.3527 -3.7378 0.4492
H -8.5531 -0.4691 -0.9159
H -7.3442 -1.1435 -1.9716
H -6.3013 1.0447 -1.4319
H -5.5844 -0.1688 -0.2807
H -7.3906 0.4310 1.2478
H -7.1725 3.0213 1.2073
H -5.7869 2.5379 0.2927
H -4.9473 2.7906 2.6170
H -5.1792 1.0612 2.4113
H -5.1101 1.8108 5.0965
H -5.8758 0.3286 4.2939
H -6.8679 1.4015 5.3945